a:
DFT (the ωB97M-V functional and the def2-TZVPD basis) results for an isolated ion of composition C3H10NS and charge +1.

The calculation puts the HOMO energy at -12.52 eV. Its SMILES is [NH3+]CCCS. The HOMO-LUMO gap is 8.57 eV.

Structure (ORCA input):
```
! wB97M-V def2-TZVPD RIJCOSX def2/J DEFGRID3
* xyz 1 1
N 1.138 -1.648 0.524
C 0.460 -0.612 -0.396
C -0.695 0.061 0.324
C -1.189 1.256 -0.534
S -0.479 2.866 -0.122
H 2.141 -1.715 0.346
H 0.748 -2.574 0.380
H 0.970 -1.350 1.487
H 1.175 0.138 -0.715
H 0.133 -1.189 -1.246
H -1.537 -0.599 0.508
H -0.316 0.474 1.257
H -1.063 1.061 -1.592
H -2.253 1.351 -0.348
H 0.768 2.479 0.127
*
```

Mulliken population analysis, charges in e, atoms 1 to 8:
1. N -0.269
2. C -0.517
3. C -0.719
4. C -0.713
5. S -0.154
6. H 0.346
7. H 0.370
8. H 0.357



b:
DFT (the ωB97M-V functional and the def2-TZVPD basis) results for an isolated ion of composition C3H10NS and charge +1.

The calculation puts the HOMO energy at -14.20 eV. The HOMO-LUMO gap is 8.79 eV.

Structure (ORCA input):
```
! wB97M-V def2-TZVPD RIJCOSX def2/J DEFGRID3
* xyz 1 1
C 1.332 0.797 0.670
N 1.252 2.213 0.596
H 2.348 0.428 0.501
H 1.111 0.421 1.673
H 1.958 2.561 -0.048
H 0.395 2.514 0.147
C -2.057 -0.119 -0.949
S 0.048 -0.084 -0.563
C 0.100 -1.897 0.170
H -1.967 0.006 -2.020
H -2.586 0.632 -0.381
H -2.111 -1.169 -0.696
H -0.439 -1.782 1.110
H -0.532 -2.409 -0.539
H 1.148 -2.113 0.329
*
```

Mulliken population analysis, charges in e, atoms 1 to 8:
1. C -0.343
2. N -0.547
3. H 0.369
4. H 0.316
5. H 0.296
6. H 0.271
7. C -0.637
8. S 0.117



Most stable of them? a.



a:
DFT (the ωB97M-V functional and the def2-TZVPD basis) results for an isolated ion of composition C3H6NO and charge +1.

The calculation puts the HOMO energy at -16.47 eV. Its SMILES is CC(C)=[N+]=O. The HOMO-LUMO gap is 9.14 eV.

Structure (ORCA input):
```
! wB97M-V def2-TZVPD RIJCOSX def2/J DEFGRID3
* xyz 1 1
C 0.269 1.302 0.013
C -0.337 -0.074 -0.158
C 0.571 -1.288 -0.118
N -1.552 -0.096 -0.037
O -2.709 0.035 -0.094
H -0.350 2.187 -0.217
H 0.414 1.200 1.205
H 1.232 1.402 -0.424
H 0.815 -1.556 -1.157
H 0.096 -2.143 0.422
H 1.551 -0.968 0.565
*
```

Mulliken population analysis, charges in e, atoms 1 to 8:
1. C -1.105
2. C 0.629
3. C -0.904
4. N 0.560
5. O -0.280
6. H 0.397
7. H 0.339
8. H 0.352



b:
DFT (the ωB97M-V functional and the def2-TZVPD basis) results for C3H6NO as an isolated structure.

The calculation puts the HOMO energy at -16.00 eV. The HOMO-LUMO gap is 12.32 eV.

Structure (ORCA input):
```
! wB97M-V def2-TZVPD RIJCOSX def2/J DEFGRID3
* xyz 1 1
C -0.138 1.217 -0.293
C 0.323 -1.196 -0.368
C -0.830 0.170 0.385
N 0.639 0.080 0.266
O -1.020 -0.987 -0.431
H -0.344 1.557 -1.257
H -0.059 1.995 0.396
H 0.871 -1.337 -1.412
H 0.572 -2.063 0.298
H -1.332 0.203 1.424
H 1.318 0.361 0.991
*
```

Mulliken population analysis, charges in e, atoms 1 to 8:
1. C -0.417
2. C -0.233
3. C 0.153
4. N -0.087
5. O -0.294
6. H 0.319
7. H 0.305
8. H 0.268



Most stable of them? b.